[1]
A structure of composition C26H17N6PtS, computed with ωB97M-V/def2-TZVPD.

Properties
2S+1: 1
Total charge: +1
HOMO (alpha / beta) in Ha: -0.3912 / -0.3912
Lowest unoccupied orbital energy (alpha / beta) in eV: -3.77 / -3.77
E in eV: -50254.380
Orbital gap (alpha / beta) in eV: 6.87 / 6.87

Atoms and positions in Å:
Pt1 -0.17 -0.25 0.30
N1 0.16 -3.51 -2.36
C1 -1.22 -3.70 -2.16
C2 -2.10 -4.67 -2.64
C3 -3.41 -4.54 -2.23
C4 -3.82 -3.50 -1.38
C5 -2.93 -2.56 -0.91
C6 -1.61 -2.68 -1.33
N2 -0.49 -1.89 -1.02
C7 0.53 -2.44 -1.66
C8 1.89 -1.87 -1.54
C9 3.06 -2.24 -2.12
S1 4.29 -1.16 -1.65
C10 3.18 -0.28 -0.70
N3 1.97 -0.77 -0.72
H1 0.77 -4.10 -2.91
H2 -1.78 -5.47 -3.30
H3 -4.14 -5.27 -2.58
H4 -4.86 -3.45 -1.09
H5 -3.24 -1.75 -0.26
H6 3.25 -3.05 -2.80
H7 3.46 0.59 -0.14
N4 -4.16 7.34 6.00
C11 -3.70 6.51 5.36
C12 -3.12 5.45 4.54
C13 -2.07 5.75 3.69
C14 -1.52 4.74 2.91
C15 -2.01 3.45 2.99
C16 -3.06 3.16 3.85
C17 -3.63 4.16 4.62
C18 -1.41 2.36 2.15
C19 -0.54 1.47 2.76
C20 -0.10 1.43 4.10
C21 0.74 0.34 4.23
C22 0.79 -0.26 2.96
N5 0.03 0.39 2.09
C23 -1.72 2.31 0.81
C24 -2.56 3.16 0.05
C25 -2.50 2.74 -1.26
C26 -1.64 1.63 -1.28
N6 -1.16 1.38 -0.07
H8 -1.68 6.76 3.64
H9 -0.70 4.97 2.23
H10 -3.45 2.15 3.91
H11 -4.45 3.94 5.29
H12 -0.38 2.13 4.87
H13 1.25 0.00 5.11
H14 1.35 -1.14 2.65
H15 -3.12 3.99 0.46
H16 -3.01 3.16 -2.11
H17 -1.33 1.03 -2.12

[2]
A structure of composition C26H18InN2OS3SiTe, computed with ωB97M-V/def2-TZVPD.

Properties
2S+1: 1
Total charge: -1
HOMO in Ha: -0.1873
Lowest unoccupied orbital energy in eV: 2.30
E in eV: -85136.433
Orbital gap in eV: 7.40

Atoms and positions in Å:
In1 0.25 -1.83 0.40
S1 1.41 -2.79 -1.55
C1 1.44 -4.36 -0.87
C2 1.37 -5.51 -1.70
N1 1.31 -6.32 -2.50
C3 1.41 -4.60 0.48
S2 1.35 -3.49 1.83
C4 1.50 -5.93 1.01
N2 1.45 -6.94 1.57
Te1 -2.54 -1.57 0.66
C5 -2.72 -3.61 0.26
C6 -2.55 -4.34 -0.90
C7 -2.30 -5.74 -0.78
C8 -2.17 -6.07 0.55
S3 -2.49 -4.76 1.57
H1 -2.59 -3.79 -1.83
H2 -2.12 -6.32 -1.67
H3 -1.95 -7.06 0.90
O1 0.46 0.06 1.07
Si1 0.28 1.52 0.45
C9 0.83 1.54 -1.34
C10 1.93 0.75 -1.57
C11 2.40 0.52 -2.82
C12 1.82 1.10 -3.92
C13 0.88 2.09 -3.78
C14 0.31 2.30 -2.50
C15 1.39 2.63 1.51
C16 1.96 3.85 1.06
C17 2.72 4.61 1.97
C18 3.06 4.24 3.27
C19 2.54 3.04 3.72
C20 1.72 2.26 2.84
C21 -1.44 2.14 0.43
C22 -2.38 1.68 -0.53
C23 -3.69 2.01 -0.48
C24 -4.11 2.97 0.42
C25 -3.21 3.55 1.36
C26 -1.89 3.09 1.40
H4 2.45 0.31 -0.77
H5 3.30 -0.01 -3.00
H6 2.14 0.88 -4.96
H7 0.54 2.66 -4.61
H8 -0.47 2.99 -2.32
H9 1.68 4.32 0.09
H10 2.99 5.64 1.62
H11 3.81 4.78 3.79
H12 2.72 2.67 4.76
H13 1.45 1.32 3.22
H14 -2.03 1.02 -1.30
H15 -4.34 1.58 -1.21
H16 -5.16 3.30 0.48
H17 -3.61 4.26 2.09
H18 -1.15 3.40 2.18

[3]
A structure of composition C26H18N4O11P2Re, computed with ωB97M-V/def2-TZVPD.

Properties
2S+1: 2
HOMO (alpha / beta) in Ha: -0.2967 / -0.2966
Lowest unoccupied orbital energy (alpha / beta) in eV: -3.04 / -2.83
E in eV: -76451.637
Orbital gap (alpha / beta) in eV: 5.04 / 5.24

Atoms and positions in Å:
Re1 -0.16 0.02 -0.53
O1 1.49 -5.70 -4.07
C1 2.37 -4.90 -3.73
O2 3.59 -4.82 -3.96
C2 1.84 -3.76 -2.81
C3 0.48 -3.69 -2.50
C4 0.01 -2.66 -1.73
N1 0.83 -1.68 -1.25
C5 2.16 -1.79 -1.48
C6 2.68 -2.80 -2.27
C7 3.06 -0.81 -0.82
C8 3.87 0.04 -1.56
C9 4.70 0.91 -0.87
C10 4.69 0.89 0.51
C11 3.84 0.01 1.16
N2 3.03 -0.83 0.51
C12 -1.40 -2.50 -1.37
C13 -2.36 -3.49 -1.54
C14 -3.65 -3.25 -1.11
C15 -3.96 -2.03 -0.51
C16 -2.97 -1.10 -0.37
N3 -1.71 -1.32 -0.81
H1 -0.15 -4.47 -2.91
H2 3.74 -2.87 -2.47
H3 3.84 0.01 -2.64
H4 5.34 1.60 -1.41
H5 5.32 1.55 1.09
H6 3.79 -0.03 2.24
H7 -2.08 -4.43 -1.98
H8 -4.40 -4.01 -1.22
H9 -4.95 -1.82 -0.14
H10 -3.14 -0.14 0.11
O3 -1.47 2.04 -3.71
C17 -1.20 1.72 -2.59
O4 -0.42 0.63 -2.30
C18 -1.64 2.44 -1.36
C19 -2.31 3.64 -1.40
C20 -2.54 4.30 -0.20
C21 -2.04 3.77 0.98
C22 -2.19 4.46 2.27
C23 -1.47 4.10 3.33
C24 -0.45 3.01 3.26
C25 -0.80 1.96 2.20
C26 -1.36 2.54 0.94
N4 -1.23 1.88 -0.21
H11 -2.62 4.04 -2.35
H12 -3.07 5.24 -0.18
H13 -2.88 5.29 2.31
H14 -1.56 4.65 4.26
H15 -0.40 2.50 4.23
H16 -1.56 1.28 2.64
O5 0.12 -2.14 3.45
P1 -1.09 -1.64 2.56
O6 -1.53 -2.67 1.62
O7 -0.11 -0.53 1.47
O8 -1.94 -0.64 3.25
P2 0.64 0.87 1.92
O9 0.80 3.64 2.99
O10 1.51 0.79 3.10
O11 1.21 1.13 0.50
H17 0.35 -1.51 4.14
H18 1.50 3.05 3.29